{"formula": "C5H7N", "method": "wB97M-V/def2-TZVPD", "spin_multiplicity": 1, "smiles": "Cc1ccc[nH]1", "orbital_gap_ev": 9.4, "symbols": ["C", "C", "C", "C", "C", "N", "H", "H", "H", "H", "H", "H", "H"], "coordinates": [[-0.98095, 1.41867, -0.86926], [-0.26618, 0.34444, -0.11632], [-0.56551, -0.36938, 0.99661], [0.41216, -1.42324, 1.10187], [1.29688, -1.26404, 0.08612], [0.90760, -0.16325, -0.69203], [-0.30630, 1.95104, -1.55104], [-1.75225, 0.95352, -1.49559], [-1.45974, 2.13868, -0.20388], [-1.37161, -0.16003, 1.68563], [0.42844, -2.20433, 1.84985], [2.14493, -1.87125, -0.20765], [1.51253, 0.64916, -0.58431]], "atomic_forces_ev_per_a": [[-0.090, 0.091, 0.092], [-0.347, -0.074, 0.142], [-0.179, 0.026, -0.033], [0.092, -0.048, 0.005], [0.050, -0.036, 0.273], [-0.142, 0.207, 0.323], [-0.071, -0.084, 0.225], [0.071, 0.160, 0.092], [-0.011, -0.035, -0.071], [-0.088, -0.204, -0.160], [-0.013, 0.042, -0.120], [-0.061, 0.248, 0.177], [0.788, -0.293, -0.945]], "nbo_charge": [-0.643, 0.151, -0.304, -0.267, -0.075, -0.576, 0.218, 0.228, 0.222, 0.219, 0.220, 0.209, 0.398]}



{"formula": "C5H7N", "method": "wB97M-V/def2-TZVPD", "spin_multiplicity": 1, "smiles": "C#CC1CNC1", "orbital_gap_ev": 10.5, "symbols": ["C", "C", "C", "C", "N", "C", "H", "H", "H", "H", "H", "H", "H"], "coordinates": [[-2.69740, 0.83959, -0.11686], [-1.44223, 0.97075, 0.10647], [0.02051, 0.77119, 0.14969], [0.35140, -0.70121, 0.89473], [1.59706, -0.59478, 0.18268], [0.92904, -0.00302, -1.00288], [-3.76731, 0.79070, -0.00031], [0.75870, 1.59856, 0.43105], [0.50350, -0.69406, 2.04432], [-0.28743, -1.50429, 0.51695], [1.97672, -1.49489, 0.07104], [0.29960, -0.55708, -1.76946], [1.75783, 0.57854, -1.50742]], "atomic_forces_ev_per_a": [[5.987, 0.822, 1.701], [-5.122, -0.579, -2.071], [0.555, -2.115, -0.107], [0.468, 3.186, 2.078], [-0.492, -0.804, -0.876], [0.591, 1.792, 0.101], [0.434, 0.050, -0.258], [-1.738, -1.097, 0.365], [-0.650, -0.133, -1.835], [-0.354, 0.299, 0.214], [1.059, -1.302, -0.604], [0.773, 0.009, 1.280], [-1.511, -0.129, 0.013]], "nbo_charge": [-0.262, -0.013, -0.312, -0.186, -0.622, -0.217, 0.243, 0.259, 0.193, 0.178, 0.349, 0.192, 0.198]}



{"formula": "C5H7N", "method": "wB97M-V/def2-TZVPD", "spin_multiplicity": 1, "smiles": "Cn1cccc1", "orbital_gap_ev": 9.5, "symbols": ["C", "N", "C", "C", "C", "C", "H", "H", "H", "H", "H", "H", "H"], "coordinates": [[1.11146, 0.00055, -1.36135], [-0.19589, 0.02824, -0.69188], [-0.60001, 1.12520, 0.07257], [-0.91284, 0.70253, 1.32869], [-0.68440, -0.71630, 1.37122], [-0.31147, -1.08657, 0.12262], [1.87272, -0.32976, -0.63859], [1.39465, 0.98637, -1.72384], [1.09618, -0.71993, -2.18365], [-0.72621, 2.10730, -0.37148], [-1.29545, 1.31172, 2.13731], [-0.73093, -1.36776, 2.23092], [-0.01783, -2.04159, -0.29253]], "atomic_forces_ev_per_a": [[0.138, 0.130, -0.280], [0.077, -0.108, 0.289], [0.115, -0.010, 0.076], [-0.044, 0.024, -0.017], [-0.142, -0.117, 0.016], [0.039, -0.143, 0.164], [-0.086, 0.244, -0.228], [-0.178, -0.035, -0.147], [-0.022, 0.181, 0.020], [0.340, -0.206, 0.079], [0.013, -0.055, -0.167], [-0.308, 0.050, -0.065], [0.058, 0.045, 0.260]], "nbo_charge": [-0.401, -0.377, -0.060, -0.288, -0.298, -0.045, 0.194, 0.210, 0.203, 0.210, 0.222, 0.223, 0.206]}



{"formula": "C5H7N", "method": "wB97M-V/def2-TZVPD", "spin_multiplicity": 1, "orbital_gap_ev": 9.6, "symbols": ["C", "C", "C", "N", "C", "C", "H", "H", "H", "H", "H", "H", "H"], "coordinates": [[1.85987, 0.12781, 0.07943], [0.36490, -0.00510, 0.05077], [-0.37080, -1.06531, -0.37041], [-1.70920, -0.77777, -0.22178], [-1.97117, 0.42885, 0.38616], [-0.62809, 0.96202, 0.49017], [2.24047, 0.24760, 1.10034], [2.34242, -0.75791, -0.34603], [2.20220, 0.99575, -0.49471], [-0.03994, -2.01396, -0.77621], [-2.44660, -1.39359, -0.52278], [-1.43830, 1.36909, -0.39887], [-0.40577, 1.88252, 1.02391]], "atomic_forces_ev_per_a": [[0.046, 0.006, -0.008], [-0.088, -0.039, -0.051], [0.085, 0.039, -0.016], [-0.136, -0.064, 0.030], [0.108, -0.192, -0.028], [0.185, 0.102, 0.209], [-0.112, -0.008, -0.121], [-0.112, 0.116, 0.054], [-0.093, -0.096, 0.063], [-0.036, 0.128, 0.036], [0.085, 0.055, 0.066], [0.158, 0.110, -0.144], [-0.090, -0.156, -0.091]], "nbo_charge": [-0.624, -0.105, -0.022, -0.551, -0.134, -0.396, 0.218, 0.218, 0.218, 0.211, 0.408, 0.316, 0.243]}



In order of appearance, energy relative to the best compared isomer or geometry (same formula, charge and spin) = 67.47; 439.07; 86.25; 268.06 kJ/mol.
In order of appearance, E_HOMO = -0.30361; -0.34629; -0.30957; -0.31699 Eh.